Computed, not measured: an isolated ion of composition C6H11O3PS2 and charge -2, with ωB97M-V/def2-TZVPD.

```
! wB97M-V def2-TZVPD RIJCOSX def2/J DEFGRID3
* xyz -2 1
S 0.146 -1.193 -1.176
S -5.201 -0.580 0.073
P 1.991 -1.184 0.164
O 1.529 -1.554 1.513
O 2.962 -2.036 -0.545
O 3.029 1.093 1.360
C 2.887 0.482 0.293
C -2.441 -0.536 -0.460
C 3.617 0.863 -0.958
C -0.541 1.010 0.308
C -1.035 -0.410 0.081
C -3.511 -0.196 0.642
H -1.399 1.454 0.850
H -0.925 -1.300 0.752
H 0.350 1.287 0.932
H 3.976 -0.139 -1.106
H -3.274 -0.721 1.545
H -2.650 -1.618 -0.701
H -2.825 0.004 -1.413
H -3.567 0.861 0.981
H -0.404 1.478 -0.701
H 4.401 1.642 -0.821
H 2.884 1.293 -1.613
*
```

## Properties
Calculated total energy   -43503.63851 eV
HOMO-LUMO gap   5.8 eV
F_max   3.1 eV Å⁻¹
HOMO level   -0.010 Ha

=====

Computed, not measured: a 3-piece molecular cluster, C6H11O3S2 overall, with ωB97M-V/def2-TZVPD.

```
! wB97M-V def2-TZVPD RIJCOSX def2/J DEFGRID3
* xyz -1 1
S -0.011 2.877 -0.988
S 0.275 -1.154 2.418
O -2.739 -0.276 -1.179
O -0.832 0.421 0.588
O -3.327 0.171 1.047
C -1.268 -0.717 3.354
C -2.851 -0.004 -0.053
C 2.291 0.035 -2.192
C 0.849 -0.985 -0.229
C 0.024 -0.491 0.702
C 0.925 -0.547 -1.724
H 3.226 -0.560 -1.892
H -0.362 1.665 -0.142
H 1.468 -1.839 0.047
H -1.158 -0.800 4.386
H -1.666 0.351 2.933
H 2.269 0.255 -3.266
H -1.994 -1.437 3.005
H 1.345 2.955 -0.789
H 0.568 -1.355 -2.342
H 0.359 0.342 -1.979
H 2.610 1.092 -1.704
*
```

## Properties
Calculated total energy   -34213.98385 eV
HOMO-LUMO gap   7.1 eV
F_max   4.9 eV Å⁻¹
HOMO level   -0.139 Ha

=====

Computed, not measured: an isolated ion of composition C6H11O4PS and charge -2, with ωB97M-V/def2-TZVPD.

```
! wB97M-V def2-TZVPD RIJCOSX def2/J DEFGRID3
* xyz -2 1
S -0.684 -0.737 2.270
P 1.747 1.214 1.104
O 1.594 2.047 2.364
O 1.712 1.963 -0.236
O 2.759 0.079 1.210
O -0.635 -0.207 3.681
C 0.719 -0.896 -1.153
C 1.359 -2.043 -0.499
C -1.044 0.955 -0.774
C -2.503 1.099 -0.398
C 0.006 0.158 1.115
C -0.392 -0.316 -0.270
H -2.781 2.153 -0.774
H -0.354 1.656 -0.454
H -0.927 1.105 -1.874
H 2.027 -2.547 -1.271
H 1.329 -0.152 -1.457
H 0.604 -2.709 -0.202
H -2.607 0.954 0.589
H -1.085 -1.200 -0.262
H 1.843 -1.596 0.405
H 0.342 -1.253 -2.196
H -3.031 0.272 -0.919
*
```

## Properties
Calculated total energy   -34714.27429 eV
HOMO-LUMO gap   5.8 eV
F_max   4.7 eV Å⁻¹
HOMO level   -0.007 Ha

=====

Computed, not measured: a 2-piece molecular cluster, C6H12 overall, with ωB97M-V/def2-TZVPD.

```
! wB97M-V def2-TZVPD RIJCOSX def2/J DEFGRID3
* xyz 0 1
C -1.394 0.157 -0.217
C -0.161 -1.456 0.287
C -1.113 -0.461 0.933
C -0.464 -0.691 -1.044
C 1.296 -1.553 0.730
C 0.233 2.286 -0.149
H -2.026 0.995 -0.501
H 1.298 2.382 0.035
H -1.442 -0.297 1.956
H 0.411 -0.209 -1.506
H 1.372 -1.948 1.750
H -1.000 -1.258 -1.807
H 0.047 2.234 -1.231
H 1.845 -2.238 0.072
H -0.338 3.116 0.271
H 1.810 -0.584 0.706
H -0.074 1.377 0.373
H -0.597 -2.460 0.269
*
```

## Properties
Calculated total energy   -6414.35072 eV
HOMO-LUMO gap   10.1 eV
F_max   1.1 eV Å⁻¹
HOMO level   -0.330 Ha

=====

Computed, not measured: the molecule C6H12, with ωB97M-V/def2-TZVPD.

```
! wB97M-V def2-TZVPD RIJCOSX def2/J DEFGRID3
* xyz 0 1
C -0.684 -1.150 0.107
C 0.691 -1.115 -0.365
C -0.988 0.282 -0.263
C -1.919 1.060 0.679
C 1.611 0.715 -0.618
C 1.769 -0.465 0.370
H 2.729 -1.032 0.407
H 1.309 0.564 -1.617
H 1.507 -0.169 1.390
H -1.406 0.307 -1.267
H 2.603 1.042 -0.863
H -1.718 1.036 1.753
H -1.309 -1.958 -0.291
H -2.067 2.116 0.439
H 0.396 1.054 -0.464
H 1.015 -1.700 -1.217
H -2.946 0.681 0.635
H -0.594 -1.268 1.184
*
```

## Properties
Calculated total energy   -6410.31903 eV
HOMO-LUMO gap (spin up / spin down)   7.1 / 7.4 eV
F_max   2.0 eV Å⁻¹
HOMO level (spin up / spin down)   -0.246 / -0.250 Ha

=====

Computed, not measured: a 2-piece molecular cluster, C6H12 overall, with ωB97M-V/def2-TZVPD.

```
! wB97M-V def2-TZVPD RIJCOSX def2/J DEFGRID3
* xyz 0 1
C 1.498 -0.502 0.029
C -1.585 -1.015 0.356
C -0.538 -0.058 -0.203
C -1.180 1.187 -0.798
C 0.530 -0.776 -1.100
C 0.613 0.179 0.758
H -1.857 0.927 -1.620
H 2.536 -0.784 0.182
H 2.849 1.114 1.553
H -1.108 -1.900 0.789
H -1.766 1.722 -0.040
H 0.657 0.715 1.703
H -0.426 1.881 -1.183
H 0.324 -1.827 -1.332
H 0.756 -0.241 -2.030
H -2.276 -1.344 -0.429
H -2.171 -0.534 1.148
H 3.144 1.256 2.218
*
```

## Properties
Calculated total energy   -6414.32960 eV
HOMO-LUMO gap   10.5 eV
F_max   0.2 eV Å⁻¹
HOMO level   -0.346 Ha

=====

Computed, not measured: the molecule C6H12, with ωB97M-V/def2-TZVPD.

```
! wB97M-V def2-TZVPD RIJCOSX def2/J DEFGRID3
* xyz 0 1
C -0.236 0.768 -0.553
C 1.076 0.852 -1.273
C -0.331 0.908 0.947
C 0.947 -1.639 -0.370
C 0.366 -0.479 -1.173
C -1.572 0.204 1.492
H 1.977 0.988 -0.680
H 0.572 0.483 1.399
H -0.109 -0.843 -2.082
H 1.838 -2.040 -0.868
H 1.243 -1.389 0.655
H 1.092 1.392 -2.218
H -1.566 -0.855 1.207
H -1.626 0.266 2.583
H 0.231 -2.467 -0.297
H -2.487 0.649 1.083
H -1.073 1.230 -1.082
H -0.343 1.969 1.231
*
```

## Properties
Calculated total energy   -6415.92520 eV
HOMO-LUMO gap   11.2 eV
F_max   0.3 eV Å⁻¹
HOMO level   -0.364 Ha

=====

Computed, not measured: a 2-piece molecular cluster, C6H12 overall, with ωB97M-V/def2-TZVPD.

```
! wB97M-V def2-TZVPD RIJCOSX def2/J DEFGRID3
* xyz 1 2
C 2.507 -0.007 -1.276
C 1.267 -0.304 -0.909
C 3.201 -0.490 -2.493
C -2.303 0.910 0.762
C -2.739 -0.130 1.702
C -2.382 -0.199 3.051
H -2.873 -0.838 3.779
H 2.919 0.903 -0.852
H -3.233 -0.989 1.244
H 0.745 -1.166 -1.300
H 2.648 -1.169 -3.131
H -2.956 0.815 -0.112
H 4.192 -0.916 -2.325
H 3.436 0.371 -3.129
H 0.812 0.125 -0.030
H -2.508 1.914 1.130
H -1.499 0.357 3.375
H -1.236 0.811 0.514
*
```

## Properties
Calculated total energy   -6405.25771 eV
HOMO-LUMO gap (spin up / spin down)   6.5 / 3.2 eV
⟨S²⟩   0.7531
F_max   1.7 eV Å⁻¹
HOMO level (spin up / spin down)   -0.453 / -0.452 Ha

=====

Computed, not measured: C6H12AlF3O3 as an isolated structure, with ωB97M-V/def2-TZVPD.

```
! wB97M-V def2-TZVPD RIJCOSX def2/J DEFGRID3
* xyz 2 1
Al -2.627 1.481 -1.149
F 2.482 -0.589 1.585
F 1.459 0.574 3.116
F 0.618 -1.201 2.363
O -0.152 0.140 -0.146
O -2.166 -1.368 -1.558
O 1.468 1.597 0.239
C 2.294 2.412 1.039
C -3.056 -3.558 -1.254
C -3.178 -2.240 -2.078
C 0.637 0.680 0.871
C 1.278 -0.118 2.006
C 3.275 3.140 0.147
H 3.076 3.124 -0.924
H -3.809 -4.252 -1.626
H 3.311 4.164 0.519
H -0.070 1.414 1.257
H -2.935 -2.299 -3.139
H -1.327 -1.831 -1.500
H -3.288 -3.289 -0.224
H 4.269 2.787 0.425
H 1.716 3.166 1.573
H -4.180 -1.827 -1.967
H 2.970 1.905 1.729
H -2.066 -4.012 -1.305
*
```

## Properties
Calculated total energy   -27283.45244 eV
HOMO-LUMO gap   3.4 eV
F_max   6.9 eV Å⁻¹
HOMO level   -0.632 Ha

=====

Computed, not measured: C6H12Br9N3O6 as an isolated structure, with ωB97M-V/def2-TZVPD.

```
! wB97M-V def2-TZVPD RIJCOSX def2/J DEFGRID3
* xyz 0 1
Br 4.379 -1.843 1.478
Br 1.280 -2.609 0.838
Br -2.517 0.751 -1.463
Br -4.970 -1.501 -0.851
Br -4.756 1.297 0.896
Br -2.398 0.463 2.276
Br 1.988 -0.487 3.321
Br -1.382 0.168 5.319
Br -0.258 -1.882 2.771
O 2.217 4.878 -2.308
O -0.293 1.619 -0.557
O 1.494 5.122 -0.255
O 1.463 0.450 0.139
O -0.611 -2.526 -1.733
O 0.690 -0.808 -1.408
N 0.478 -1.951 -1.786
N 1.619 4.496 -1.292
N 0.236 0.613 -0.074
C -0.662 -0.503 0.124
C -1.776 -0.805 3.600
C 1.532 -2.597 -2.595
C 0.984 3.186 -1.356
C 2.531 -1.222 1.537
C -3.723 -0.057 -0.110
H -3.064 -0.536 0.615
H -0.965 -0.780 -0.885
H 1.082 -2.754 -3.575
H 0.294 3.015 -0.530
H 2.426 -1.977 -2.666
H 1.839 -3.496 -2.061
H 0.654 2.981 -2.374
H 2.557 -0.324 0.919
H 1.850 2.551 -1.168
H -2.576 -1.515 3.808
H -0.128 -1.261 0.699
H -1.515 -0.157 0.707
*
```

## Properties
Calculated total energy   -653533.55643 eV
HOMO-LUMO gap   8.3 eV
F_max   7.2 eV Å⁻¹
HOMO level   -0.344 Ha

=====

Computed, not measured: a 2-piece molecular cluster, C6H12BrN3O4 overall, with ωB97M-V/def2-TZVPD.

```
! wB97M-V def2-TZVPD RIJCOSX def2/J DEFGRID3
* xyz 0 1
Br -2.916 -1.302 -0.081
O 0.577 -1.122 2.101
O -1.631 2.225 1.141
O -4.111 0.260 2.702
O -1.059 1.032 -0.611
N 0.467 -0.454 -0.079
N 0.248 -0.654 1.072
N -1.695 1.165 0.488
C -2.771 0.195 2.503
C 2.717 -1.194 -0.860
C 1.892 1.294 -0.969
C 1.493 -0.304 -1.057
C 0.909 -0.724 -2.381
C -2.221 0.119 1.008
H 2.062 1.849 -1.870
H -4.355 1.195 2.414
H -2.467 -0.710 2.999
H 1.894 -0.836 -3.010
H 0.931 1.724 -0.733
H -2.139 1.045 2.850
H 0.491 -1.718 -2.305
H 3.413 -1.003 -1.574
H 3.078 -1.023 0.142
H 0.118 -0.134 -2.861
H 2.674 1.306 -0.255
H 2.402 -2.232 -0.775
*
```

## Properties
Calculated total energy   -89109.32000 eV
HOMO-LUMO gap (spin up / spin down)   7.5 / 6.8 eV
F_max   5.9 eV Å⁻¹
HOMO level (spin up / spin down)   -0.323 / -0.316 Ha

=====

Computed, not measured: a 3-piece molecular cluster, C6H12Cl6 overall, with ωB97M-V/def2-TZVPD.

```
! wB97M-V def2-TZVPD RIJCOSX def2/J DEFGRID3
* xyz -1 2
Cl -3.068 -0.584 -0.884
Cl 4.281 -1.308 3.851
Cl 0.754 0.884 2.829
Cl 0.592 1.367 -2.299
Cl -2.912 1.873 -4.825
Cl -2.349 -3.033 1.222
C 2.789 -0.724 2.974
C 2.234 0.481 3.628
C -0.851 0.910 -3.301
C -1.250 -1.684 1.124
C -1.425 -1.040 -0.283
C -1.289 2.134 -4.096
H 2.970 -0.386 1.954
H -0.609 0.088 -3.974
H -0.550 2.314 -4.876
H 2.961 1.291 3.575
H -1.424 -1.025 1.975
H -0.243 -2.078 1.257
H -1.570 0.439 -2.631
H 2.037 -1.510 3.041
H -1.321 3.057 -3.517
H -0.789 -0.157 -0.353
H 2.021 0.337 4.687
H -0.990 -1.647 -1.078
*
```

## Properties
Calculated total energy   -81550.67817 eV
HOMO-LUMO gap (spin up / spin down)   2.0 / 10.6 eV
⟨S²⟩   0.7507
F_max   2.0 eV Å⁻¹
HOMO level (spin up / spin down)   0.024 / -0.292 Ha